<w>
This record from the OMol25 dataset describes 2 unconnected molecules or ions with the total composition C2H5ClS. The level of theory is the ωB97M-V functional and the def2-TZVPD basis.

Properties
Multiplicity: 1
LUMO energy, Ha: 0.0301
Gap between HOMO and LUMO, eV: 10.0281

Last columns: bonded neighbours and bond lengths (Å).
Positions of all 9 atoms, in Å:
1 C 0.24 -0.93 0.72  H5 1.153, H6 1.136, H7 1.168
2 C -0.42 0.36 -0.78  S3 1.754, Cl4 1.795, H8 1.029
3 S -0.81 1.92 -0.09  C2 1.754, H9 1.313
4 Cl 0.88 0.22 -2.01  C2 1.795
5 H 1.37 -0.71 0.75  C1 1.153
6 H -0.39 -0.70 1.64  C1 1.136
7 H 0.07 -2.00 0.26  C1 1.168
8 H -1.18 -0.20 -1.18  C2 1.029
9 H 0.23 2.03 0.70  S3 1.313

<x>
This record from the OMol25 dataset describes 2 unconnected molecules or ions with the total composition C2H5ClS. The level of theory is the ωB97M-V functional and the def2-TZVPD basis.

Properties
Multiplicity: 1
LUMO energy (alpha / beta), Ha: 0.0072 / -0.0702
Gap between HOMO and LUMO (alpha / beta), eV: 9.5650 / 6.3210

Last columns: bonded neighbours and bond lengths (Å).
Positions of all 9 atoms, in Å:
1 C 2.54 -0.14 -0.08  S3 1.724, H5 1.142, H6 1.048, H7 1.153
2 C -2.90 0.17 0.05  Cl4 1.687, H8 0.986, H9 1.069
3 S 1.02 -0.07 0.74  C1 1.724
4 Cl -4.51 0.65 0.18  C2 1.687
5 H 3.40 -0.01 0.67  C1 1.142
6 H 2.44 0.42 -0.96  C1 1.048
7 H 2.67 -1.16 -0.61  C1 1.153
8 H -2.35 -0.07 0.84  C2 0.986
9 H -2.31 0.22 -0.83  C2 1.069

Short version: <w> is the most stable of them.

<w>
This record from the OMol25 dataset describes a gas-phase ion, C4H9NO2 (charge -1). The level of theory is the ωB97M-V functional and the def2-TZVPD basis.

Properties
Charge: -1
Multiplicity: 2
LUMO energy (alpha / beta), Ha: 0.1301 / 0.1284
Gap between HOMO and LUMO (alpha / beta), eV: 2.9785 / 6.8296

Last columns: bonded neighbours and bond lengths (Å).
Positions of all 16 atoms, in Å:
1 C -0.36 -0.57 -0.14  C2 1.512, N5 1.525, H8 1.146, H9 1.112
2 C -1.30 0.60 -0.31  C1 1.512, C3 1.539, H10 1.159, H11 1.153
3 C -2.72 0.36 -0.84  C2 1.539, O4 1.247, H12 1.081
4 O -2.82 -0.69 -1.50  C3 1.247
5 N 0.93 0.18 0.15  C1 1.525, C6 1.505, H13 0.959
6 C 2.10 -0.28 0.98  N5 1.505, O7 1.323, H14 1.060, H15 1.089
7 O 3.17 -0.70 0.33  C6 1.323, H16 0.968
8 H -0.80 -1.13 0.75  C1 1.146
9 H -0.26 -1.32 -0.96  C1 1.112
10 H -0.93 1.25 -1.20  C2 1.159
11 H -1.33 1.23 0.65  C2 1.153
12 H -3.39 1.17 -1.09  C3 1.081
13 H 0.69 1.03 0.52  N5 0.959
14 H 2.39 0.46 1.67  C6 1.060
15 H 1.63 -1.04 1.61  C6 1.089
16 H 3.01 -0.55 -0.62  O7 0.968

<x>
This record from the OMol25 dataset describes 2 unconnected molecules or ions with the total composition C4H9NO2. The level of theory is the ωB97M-V functional and the def2-TZVPD basis.

Properties
Charge: -1
Multiplicity: 2
LUMO energy (alpha / beta), Ha: 0.1522 / 0.1512
Gap between HOMO and LUMO (alpha / beta), eV: 3.9344 / 7.6346

Last columns: bonded neighbours and bond lengths (Å).
Positions of all 16 atoms, in Å:
1 O -2.03 0.01 0.61  C2 1.203
2 C -1.01 0.44 1.09  O1 1.203, C3 1.535, H5 1.104
3 C -0.09 -0.37 2.01  C2 1.535, N4 1.448, H6 1.096, H7 1.097
4 N 1.19 0.32 2.06  C3 1.448, H8 1.011, H9 1.024
5 H -0.56 1.42 0.87  C2 1.104
6 H -0.62 -0.42 2.97  C3 1.096
7 H -0.07 -1.39 1.61  C3 1.097
8 H 1.82 -0.18 2.67  N4 1.011
9 H 1.58 0.28 1.11  N4 1.024
10 O 1.09 0.25 -0.80  C11 1.284
11 C 0.29 -0.36 -1.60  O10 1.284, C12 1.502, H13 1.111
12 C 0.23 -0.11 -3.08  C11 1.502, H14 1.112, H15 1.096, H16 1.092
13 H -0.27 -1.24 -1.22  C11 1.111
14 H 1.16 -0.49 -3.56  C12 1.112
15 H 0.08 0.96 -3.27  C12 1.096
16 H -0.59 -0.68 -3.53  C12 1.092

Short version: <x> is the most stable of them.

<w>
This record from the OMol25 dataset describes 2 unconnected molecules or ions with the total composition C2H8N3O. The level of theory is the ωB97M-V functional and the def2-TZVPD basis.

Properties
Charge: +1
Multiplicity: 1
LUMO energy, Ha: -0.1926
Gap between HOMO and LUMO, eV: 8.4381

Last columns: bonded neighbours and bond lengths (Å).
Positions of all 14 atoms, in Å:
1 C 0.64 0.16 -0.38  C2 1.430, N3 1.296, H7 1.071
2 C 1.11 -0.94 0.40  C1 1.430, H8 1.198, H9 1.110, H10 1.146
3 N -0.50 0.25 -1.01  C1 1.296, N5 1.367, H11 1.029
4 N 0.07 1.40 1.41  O6 1.204, H12 1.092
5 N -1.55 -0.63 -1.08  N3 1.367, H13 1.003, H14 0.963
6 O -1.13 1.48 1.41  N4 1.204
7 H 1.23 1.03 -0.57  C1 1.071
8 H 1.02 -1.95 -0.23  C2 1.198
9 H 0.36 -1.01 1.21  C2 1.110
10 H 2.14 -0.82 0.89  C2 1.146
11 H -0.79 1.19 -1.30  N3 1.029
12 H 0.75 1.76 2.18  N4 1.092
13 H -2.12 -0.38 -1.87  N5 1.003
14 H -1.25 -1.54 -1.08  N5 0.963

<x>
This record from the OMol25 dataset describes 2 unconnected molecules or ions with the total composition C2H8N3O. The level of theory is the ωB97M-V functional and the def2-TZVPD basis.

Properties
Charge: +1
Multiplicity: 1
LUMO energy, Ha: -0.1164
Gap between HOMO and LUMO, eV: 11.8619

Last columns: bonded neighbours and bond lengths (Å).
Positions of all 14 atoms, in Å:
1 C -1.40 0.07 -0.02  N3 1.407, N4 1.297, O6 1.279
2 C 2.98 -0.66 0.15  N5 1.231, H8 1.146, H9 1.122
3 N -2.66 -0.40 0.39  C1 1.407, H10 1.013, H11 1.042
4 N -1.37 1.07 -0.85  C1 1.297, H7 0.994, H12 1.071
5 N 2.04 0.13 0.15  C2 1.231, H13 0.969
6 O -0.38 -0.64 0.29  C1 1.279, H14 1.186
7 H -0.43 1.32 -1.09  N4 0.994
8 H 4.11 -0.56 0.35  C2 1.146
9 H 2.68 -1.71 -0.09  C2 1.122
10 H -3.51 0.15 0.45  N3 1.013
11 H -2.67 -1.10 1.17  N3 1.042
12 H -2.26 1.54 -1.20  N4 1.071
13 H 2.18 1.07 0.36  N5 0.969
14 H 0.69 -0.28 -0.07  O6 1.186

Short version: <x> is the most stable of them.

<w>
This record from the OMol25 dataset describes CClFN2O3 in the gas phase. The level of theory is the ωB97M-V functional and the def2-TZVPD basis.

Properties
Multiplicity: 1
SMILES: O=NO/[N+]([O-])=C(/F)Cl
LUMO energy, Ha: -0.0314
Gap between HOMO and LUMO, eV: 8.5881

Last columns: bonded neighbours and bond lengths (Å).
Positions of all 8 atoms, in Å:
1 O 2.90 0.54 -0.01  N2 1.153
2 N 1.84 0.53 0.43  O1 1.153, O3 1.486
3 O 0.94 -0.27 -0.45  N2 1.486, N4 1.425
4 N -0.36 -0.72 -0.09  O3 1.425, O5 1.216, C6 1.301
5 O -0.48 -1.93 0.01  N4 1.216
6 C -1.30 0.18 -0.03  N4 1.301, F7 1.323, Cl8 1.709
7 F -2.54 -0.20 0.22  C6 1.323
8 Cl -0.99 1.86 -0.08  C6 1.709

<x>
This record from the OMol25 dataset describes CClFN2O3 in the gas phase. The level of theory is the ωB97M-V functional and the def2-TZVPD basis.

Properties
Multiplicity: 1
SMILES: O=N[C@@](F)(Cl)[N+](=O)[O-]
LUMO energy, Ha: -0.0671
Gap between HOMO and LUMO, eV: 9.2518

Last columns: bonded neighbours and bond lengths (Å).
Positions of all 8 atoms, in Å:
1 O 1.28 0.87 1.68  N2 1.201
2 N 0.30 1.11 1.03  O1 1.201, C3 1.477
3 C -0.22 -0.11 0.38  N2 1.477, F4 1.315, Cl5 1.764, N6 1.545
4 F 0.55 -1.16 0.53  C3 1.315
5 Cl -1.86 -0.54 0.88  C3 1.764
6 N -0.09 -0.08 -1.16  C3 1.545, O7 1.180, O8 1.204
7 O -0.96 -0.44 -1.87  N6 1.180
8 O 0.99 0.33 -1.48  N6 1.204

Short version: <x> is the most stable of them.